(w)
Density functional theory data (the ωB97M-V functional and the def2-TZVPD basis) for a 2-piece molecular cluster, C2H3N3O overall.

Its HOMO energy (spin up / spin down) is -8.6 / -9.0 eV. As for the total charge: 0. The calculation puts the orbital gap (spin up / spin down) at 8.29 / 7.38 eV.

XYZ file:
```
9
C2H3N3O (the ωB97M-V functional and the def2-TZVPD basis)
C 0.483 0.700 0.446
C 1.299 -0.402 0.027
N -0.840 0.921 0.430
N -2.872 0.023 -0.115
N -1.811 0.333 0.022
O 0.909 -1.571 -0.186
H 1.002 1.487 0.781
H 2.434 -0.144 -0.068
H -0.606 -1.347 -1.337
```

(x)
Density functional theory data (the ωB97M-V functional and the def2-TZVPD basis) for C2H3N3O as an isolated structure.

Its HOMO energy is -9.8 eV. As for the total charge: 0. The calculation puts the orbital gap at 10.54 eV.

XYZ file:
```
9
C2H3N3O (the ωB97M-V functional and the def2-TZVPD basis)
N -1.283 1.024 -0.659
C -0.303 0.133 -0.322
N -0.382 -0.918 0.439
C 0.947 -1.196 0.608
N 1.781 -0.434 -0.035
O 0.931 0.450 -0.707
H -2.097 0.908 -0.070
H -0.906 1.961 -0.570
H 1.312 -1.928 1.315
```

(x) is preferred energetically. Next in line: 138.3 kcal/mol higher.

(w)
Density functional theory data (the ωB97M-V functional and the def2-TZVPD basis) for C2H3N3O as an isolated structure.

Its HOMO energy is -9.7 eV. As for the total charge: 0. The calculation puts the orbital gap at 9.64 eV.

XYZ file:
```
9
C2H3N3O (the ωB97M-V functional and the def2-TZVPD basis)
N 1.746 -0.042 -0.079
C 0.403 -0.216 0.031
N -0.396 0.702 -0.499
C -1.646 0.295 -0.225
N -1.836 -0.896 0.260
O -0.127 -1.240 0.626
H 2.019 0.895 -0.350
H 2.338 -0.494 0.596
H -2.501 0.996 -0.359
```

(x)
Density functional theory data (the ωB97M-V functional and the def2-TZVPD basis) for one molecule with the formula C2H3N3O.

Its HOMO energy is -8.4 eV. As for the total charge: 0. The calculation puts the orbital gap at 8.75 eV.

XYZ file:
```
9
C2H3N3O (the ωB97M-V functional and the def2-TZVPD basis)
O 1.851 0.082 -0.457
C 0.550 -0.234 -0.160
C -0.498 0.740 0.069
N -1.709 0.378 0.250
N -0.287 -2.524 -0.269
N 0.167 -1.484 -0.239
H 2.373 0.081 0.357
H -0.136 1.775 0.062
H -2.311 1.186 0.387
```

(w) is preferred energetically. Next in line: 18.3 kcal/mol higher.

(w)
Density functional theory data (the ωB97M-V functional and the def2-TZVPD basis) for a 17-piece molecular cluster, H35O17 overall.

Its HOMO energy is -13.3 eV. As for the total charge: +1. The calculation puts the orbital gap at 10.21 eV.

XYZ file:
```
52
H35O17 (the ωB97M-V functional and the def2-TZVPD basis)
O -1.964 0.706 -1.889
H -3.227 -1.347 -2.893
H -1.844 -2.158 -3.166
O -2.630 -2.028 -2.638
H -2.760 3.726 -0.571
H -0.999 0.876 2.136
O 0.987 1.938 0.686
H 0.123 1.910 1.336
H 1.713 2.511 1.058
O 3.266 3.275 1.262
H 3.528 3.476 2.170
H -0.262 5.466 -0.725
O -1.990 -0.988 3.188
H 1.650 -5.301 -0.426
O 0.384 -2.632 -2.090
H 0.642 -2.322 -1.215
H 2.594 -2.017 -4.012
O -2.563 2.687 4.205
H 0.539 -0.039 -4.676
H 1.700 -1.532 4.545
O -0.464 4.563 -0.966
H -1.462 1.514 -1.848
H 2.415 -3.054 0.800
O -2.684 3.196 0.208
H -1.793 1.677 1.088
H -2.142 3.492 0.938
O 2.812 -1.257 -4.532
H -2.291 2.087 4.911
H 3.733 -1.081 -4.334
O 1.175 -5.140 0.333
H 0.747 -1.522 0.834
H -1.270 -1.619 3.112
O 1.546 -1.564 3.610
H 1.360 1.025 0.849
H 1.916 -0.938 2.996
O 1.017 -0.681 0.496
H -1.321 0.023 -1.664
H 1.860 -0.749 0.012
O 2.750 -2.366 0.198
H -2.490 2.104 3.449
H 0.719 -1.900 -2.621
O -2.488 -2.505 0.298
H -2.826 -1.463 3.164
H -2.174 -1.684 -0.110
O -1.170 1.795 1.845
H 3.510 -2.860 -0.143
H 3.544 4.061 0.785
O 0.055 0.577 -4.106
H 0.639 1.307 -4.375
H -1.148 4.423 -1.616
H 0.238 -5.070 0.442
H -3.200 -2.600 -0.339
```

(x)
Density functional theory data (the ωB97M-V functional and the def2-TZVPD basis) for a 17-piece molecular cluster, H35O17 overall.

Its HOMO energy is -13.3 eV. As for the total charge: +1. The calculation puts the orbital gap at 10.40 eV.

XYZ file:
```
52
H35O17 (the ωB97M-V functional and the def2-TZVPD basis)
O -0.415 -2.649 -1.592
H -4.246 1.737 -2.050
H -4.290 1.039 -0.548
O -3.845 1.554 -1.212
H 4.436 -3.388 -0.388
H 1.257 0.761 0.824
O -1.208 -4.546 0.114
H -0.055 0.313 0.020
H -0.813 -4.432 0.999
O -0.537 -0.109 4.051
H -0.844 -0.116 3.143
H 1.097 -3.771 3.491
O 2.523 0.000 -2.800
H -1.713 0.641 -1.407
O 1.325 1.647 -4.477
H 1.814 2.426 -4.749
H -2.014 4.415 2.787
O 1.685 1.252 3.323
H -3.387 -2.107 0.343
H 4.265 0.832 0.006
O 0.159 -3.644 3.385
H -1.210 -2.137 -1.492
H -0.390 4.147 -3.199
O 3.866 -3.209 0.367
H 1.827 -1.346 -1.805
H 4.474 -2.754 0.952
O -1.964 3.725 3.440
H 0.914 1.762 3.043
H -1.505 3.010 3.003
O -0.846 1.062 -1.280
H -2.207 2.864 1.170
H 3.325 -0.538 -2.824
O 3.682 0.068 0.038
H -1.760 -3.753 0.155
H 2.878 0.548 -0.052
O -1.412 3.292 0.849
H -0.471 -3.491 -1.073
H -1.386 3.358 -0.109
O -1.120 4.081 -2.581
H 1.173 0.852 4.046
H 1.342 1.052 -5.236
O 1.935 -1.782 -0.927
H 2.599 0.636 -3.521
H 1.355 -2.558 -0.937
O 0.698 0.020 0.582
H -1.487 4.971 -2.558
H -1.261 -0.155 4.681
O -4.004 -1.473 -0.042
H -4.755 -1.779 0.485
H -0.152 -2.836 3.770
H -0.918 1.683 -2.020
H 1.586 -1.174 -0.187
```

(x) is preferred energetically. Next in line: 14.5 kcal/mol higher.

(w)
Density functional theory data (the ωB97M-V functional and the def2-TZVPD basis) for H26O13 as an isolated structure.

Its HOMO energy is -7.0 eV. As for the total charge: 0. The calculation puts the orbital gap at 6.80 eV.

XYZ file:
```
39
H26O13 (the ωB97M-V functional and the def2-TZVPD basis)
H 0.397 0.970 0.266
H 0.430 -0.372 0.979
H -2.835 1.276 -2.445
H -2.087 2.587 -2.261
H 3.342 -1.095 -0.273
H 3.066 -1.443 1.181
H -0.132 -2.063 -3.186
H 0.692 -2.275 -1.926
H 3.777 -2.781 -0.500
H 5.028 -3.385 -1.115
H -2.344 -2.513 -0.714
H -2.083 -1.208 -1.448
H 1.186 -2.625 1.659
H -0.240 -3.126 1.813
H 4.978 1.948 -0.416
H 4.218 3.195 -0.839
H -4.514 0.540 -0.194
H -5.470 -0.440 -0.854
H -2.593 -1.274 1.374
H -4.092 -1.358 1.139
H 0.507 3.272 -2.439
H 0.699 1.836 -1.977
H -0.215 2.504 1.141
H -0.873 3.373 0.083
H -0.908 1.139 3.687
H -1.490 2.509 3.380
O -0.119 0.167 0.399
O -2.027 1.644 -2.069
O 3.044 -0.708 0.558
O -0.217 -2.196 -2.235
O 4.734 -2.674 -0.535
O -2.262 -1.564 -0.570
O 0.648 -3.243 2.167
O 4.235 2.509 -0.163
O -4.573 -0.369 -0.508
O -3.250 -1.679 0.797
O 1.047 2.727 -1.855
O -0.408 3.423 0.926
O -0.658 2.063 3.574
```

(x)
Density functional theory data (the ωB97M-V functional and the def2-TZVPD basis) for a 13-piece molecular cluster, H26O13 overall.

Its HOMO energy is -10.2 eV. As for the total charge: 0. The calculation puts the orbital gap at 9.80 eV.

XYZ file:
```
39
H26O13 (the ωB97M-V functional and the def2-TZVPD basis)
O 1.963 -2.419 -1.417
H 2.601 -1.725 -1.237
H 1.491 -2.525 -0.579
O 1.219 2.302 1.174
H 1.562 3.038 1.691
H 0.251 2.317 1.320
O 1.167 0.053 3.590
H 0.929 -0.391 2.762
H 1.995 0.503 3.398
O -2.553 0.470 1.784
H -3.346 -0.041 1.592
H -1.898 0.172 1.121
O -1.474 3.086 1.397
H -1.531 2.126 1.211
H -2.193 3.467 0.885
O -0.102 -1.692 -3.729
H 0.850 -1.714 -3.584
H -0.477 -1.978 -2.885
O 1.290 -2.118 1.505
H 1.221 -3.013 1.864
H 2.215 -1.868 1.645
O 0.329 3.524 -1.301
H 0.918 4.254 -1.091
H 0.633 2.813 -0.690
O -1.644 2.208 -2.786
H -0.967 2.784 -2.395
H -1.395 1.320 -2.517
O -1.333 -3.192 0.493
H -1.824 -3.124 1.322
H -0.438 -3.409 0.759
O 2.668 -0.048 -0.066
H 2.533 0.819 0.360
H 3.310 0.127 -0.765
O -2.138 -1.558 -1.682
H -2.358 -2.296 -1.095
H -2.968 -1.083 -1.813
O -0.379 -0.077 0.012
H -0.713 -0.949 -0.254
H 0.584 -0.165 -0.003
```

(x) is preferred energetically. Next in line: 140.7 kcal/mol higher.

(w)
Density functional theory data (the ωB97M-V functional and the def2-TZVPD basis) for a 13-piece molecular cluster, H26O13 overall.

Its HOMO energy is -8.9 eV. As for the total charge: 0. The calculation puts the orbital gap at 8.94 eV.

XYZ file:
```
39
H26O13 (the ωB97M-V functional and the def2-TZVPD basis)
H 0.182 0.395 -0.081
H -0.394 -0.811 0.671
H 2.021 -2.928 -0.698
H 3.138 -3.248 -1.662
H -1.934 -0.091 -2.004
H -2.237 -1.473 -1.551
H -5.091 0.525 -1.608
H -3.647 0.890 -1.516
H -3.377 -0.351 1.049
H -4.232 -1.630 0.766
H -2.076 -4.150 -0.826
H -1.106 -3.229 -1.262
H 5.715 0.010 -1.183
H 4.332 0.684 -0.754
H 1.549 2.683 -1.060
H 2.648 1.985 -0.509
H -1.793 1.551 -0.900
H -1.754 1.696 -2.399
H 2.664 3.600 1.471
H 2.587 2.032 1.854
H 4.509 -1.719 1.394
H 4.006 -3.121 1.580
H -0.086 3.489 0.512
H -0.709 4.983 0.240
H -3.594 -0.664 3.728
H -2.733 -0.954 2.659
O 0.276 -0.519 0.040
O 2.899 -2.954 -0.767
O -2.260 -0.522 -1.238
O -4.300 0.460 -0.959
O -3.843 -0.896 0.389
O -1.169 -3.870 -0.611
O 5.023 0.133 -0.492
O 2.299 2.872 -0.607
O -1.194 1.471 -1.645
O 2.237 2.678 1.244
O 3.796 -2.252 1.141
O -0.925 4.039 0.238
O -2.662 -0.658 3.528
```

(x)
Density functional theory data (the ωB97M-V functional and the def2-TZVPD basis) for a 13-piece molecular cluster, H26O13 overall.

Its HOMO energy is -9.8 eV. As for the total charge: 0. The calculation puts the orbital gap at 9.08 eV.

XYZ file:
```
39
H26O13 (the ωB97M-V functional and the def2-TZVPD basis)
O 2.209 -1.079 2.430
H 1.671 -0.308 2.589
H 2.671 -0.977 3.236
O -2.683 2.730 -1.426
H -3.529 2.453 -1.804
H -2.114 1.908 -1.302
O 3.338 1.757 1.119
H 3.738 2.512 0.701
H 2.735 1.453 0.469
O 2.827 -0.007 -1.829
H 3.388 0.306 -2.510
H 2.201 -0.571 -2.366
O 0.489 0.838 3.040
H 0.464 0.648 2.090
H -0.199 0.230 3.324
O -4.194 -0.149 -1.269
H -3.360 -0.047 -0.824
H -4.803 0.159 -0.628
O -2.547 -2.380 -0.002
H -2.815 -3.263 -0.353
H -2.381 -1.987 -0.878
O 0.321 -0.257 0.467
H -0.594 -0.151 0.220
H 0.751 0.061 -0.337
O 1.225 2.487 -0.531
H 1.870 2.360 -1.265
H 0.634 3.068 -0.990
O -0.199 -2.974 1.081
H 0.282 -2.160 1.144
H -1.029 -2.683 0.612
O -2.377 0.251 0.691
H -2.085 1.127 0.891
H -2.470 -0.255 1.524
O 3.055 -2.210 -0.029
H 3.319 -1.549 -0.632
H 2.651 -1.815 0.740
O -1.186 0.238 -2.287
H -0.539 0.859 -2.698
H -0.734 -0.624 -2.390
```

(y)
Density functional theory data (the ωB97M-V functional and the def2-TZVPD basis) for a 13-piece molecular cluster, H26O13 overall.

Its HOMO energy is -10.7 eV. As for the total charge: 0. The calculation puts the orbital gap at 10.42 eV.

XYZ file:
```
39
H26O13 (the ωB97M-V functional and the def2-TZVPD basis)
O 0.434 0.245 -2.553
H 1.370 0.345 -2.423
H 0.002 -0.028 -3.354
O -0.326 -0.723 2.186
H -0.043 0.196 2.222
H -0.442 -0.997 3.103
O 2.040 -2.384 1.563
H 1.109 -2.598 1.639
H 2.207 -2.052 0.660
O 2.779 1.669 -1.140
H 3.534 2.269 -1.129
H 3.095 0.973 -0.549
O 1.757 -4.200 -0.388
H 0.954 -3.816 -0.036
H 2.441 -3.558 -0.181
O -4.570 0.068 0.212
H -4.021 0.724 0.672
H -4.627 -0.657 0.839
O -1.416 3.201 -1.368
H -0.876 2.441 -1.074
H -2.173 2.614 -1.521
O -0.641 -2.174 -0.309
H -1.451 -2.518 0.079
H -0.283 -1.614 0.408
O -2.518 1.412 1.704
H -1.755 1.029 1.263
H -2.688 2.252 1.268
O 0.480 2.663 0.309
H 1.011 2.463 -0.467
H 0.164 3.553 0.469
O -2.951 0.958 -2.096
H -2.587 0.705 -2.970
H -2.606 0.163 -1.642
O 2.536 0.397 3.079
H 1.750 0.887 2.835
H 2.347 -0.478 2.762
O 2.215 -1.274 -1.223
H 2.325 -1.035 -2.133
H 1.425 -1.121 -0.717
```

(x) is preferred energetically. Next in line: 12.2 kcal/mol higher.

(w)
Density functional theory data (the ωB97M-V functional and the def2-TZVPD basis) for a 2-piece molecular cluster, C5H8N overall.

Its HOMO energy is -13.4 eV. As for the total charge: +1. The calculation puts the orbital gap at 8.65 eV.

XYZ file:
```
14
C5H8N (the ωB97M-V functional and the def2-TZVPD basis)
C 0.502 -1.834 1.494
C 1.092 -0.817 1.251
C -1.256 -0.081 -0.809
C -0.301 0.198 -1.627
C 1.533 0.491 0.802
N -1.461 0.880 -1.964
H 0.136 -2.753 1.868
H -1.641 -0.292 0.096
H 0.586 0.043 -2.186
H 2.234 0.152 0.110
H 2.059 0.927 1.567
H 0.828 1.077 0.280
H -2.134 0.513 -2.655
H -1.717 1.800 -1.721
```

(x)
Density functional theory data (the ωB97M-V functional and the def2-TZVPD basis) for C5H8N as an isolated structure.

Its HOMO energy is -14.9 eV. As for the total charge: +1. The calculation puts the orbital gap at 9.97 eV.

XYZ file:
```
14
C5H8N (the ωB97M-V functional and the def2-TZVPD basis)
C 1.304 -0.600 0.527
C 2.211 0.513 -0.177
C 0.812 0.980 -0.570
C -2.596 -1.301 0.370
C -3.278 -0.314 0.387
N 0.237 -0.149 -0.009
H 1.606 -1.425 1.061
H 0.291 1.842 -0.188
H 0.770 1.199 -1.650
H 2.713 1.168 0.491
H 2.665 0.096 -1.050
H -1.872 -2.007 0.381
H -4.073 0.384 0.519
H -0.791 -0.386 -0.092
```

(x) is preferred energetically. Next in line: 38.7 kcal/mol higher.